Model 1:
A 15-piece molecular cluster, C45H120O15 overall, computed with ωB97M-V/def2-TZVPD.

Summary:
charge	0
lowest unoccupied orbital energy	0.162	eV
frontier orbital gap	0.34232	hartree
spin multiplicity	1

Geometry (Å):
O (3.08821, 2.82352, 1.45112)
O (-2.72158, -2.69079, 0.62060)
O (-5.55756, 5.90479, 1.16260)
O (-0.83935, 3.48908, 3.34526)
O (-1.23606, -1.82451, -5.79547)
O (5.22343, -1.27228, -3.25680)
O (-4.55162, 3.44223, -5.11454)
O (0.86854, -1.30178, 3.30013)
O (2.79619, 0.66052, 3.56119)
O (1.21557, -3.11890, -5.25628)
O (-5.91597, -1.93087, -1.02698)
O (2.74643, -0.76372, -4.85820)
O (-0.67571, -1.15267, 1.14542)
O (-5.67333, 0.05782, 3.45907)
O (1.42484, -4.11525, 2.33647)
C (0.00740, -1.45608, 4.43004)
C (2.57804, 0.65539, -4.90950)
C (1.63341, -3.98688, -4.22187)
C (-4.67091, 1.03407, 3.20694)
C (2.49044, 1.17142, -3.52681)
C (-3.46381, 3.54445, -4.22853)
C (2.74134, -4.21045, 1.93553)
C (3.03301, -4.55205, -4.54714)
C (5.03829, -1.30528, -0.92271)
C (5.13971, 0.76565, 4.21188)
C (1.63312, -3.40967, -2.79067)
C (6.06245, -3.33648, -2.36064)
C (-1.93802, -0.97200, -4.92012)
C (-5.10471, 0.22913, -0.64112)
C (3.59206, -4.25158, 3.26472)
C (-1.02844, 0.60621, -0.37365)
C (-0.90582, -2.59882, 4.16523)
C (-3.60200, -4.76283, -0.50152)
C (-7.57303, -0.29720, -0.49007)
C (-3.42536, 6.07083, 2.12549)
C (3.78445, 1.18345, -5.69786)
C (2.96070, -5.48659, 1.06880)
C (-3.68944, 2.80438, -2.94466)
C (-4.08593, 4.02099, 0.85549)
C (4.10324, 3.46326, 0.72728)
C (-1.22768, -4.02625, -0.52365)
C (1.34920, 3.68126, 4.18743)
C (1.04400, -1.62730, 5.59613)
C (-4.58090, 5.14865, 1.77941)
C (5.90255, -1.77536, -2.14340)
C (-2.51179, -1.93466, -3.85669)
C (-4.67911, 2.13020, 4.27527)
C (4.34727, -0.47691, 2.17048)
C (-0.95714, 0.00789, -4.21053)
C (3.80466, 3.03218, -0.77425)
C (-2.64270, -3.53221, -0.55509)
C (-6.25149, -0.61070, -1.18687)
C (1.18261, -0.65423, -0.34123)
C (-3.36750, 0.34005, 3.15160)
C (0.13131, 2.79857, 4.04988)
C (-0.48842, 2.34358, 5.34774)
C (3.99208, 4.94518, 0.98318)
C (-0.01370, -0.12607, 0.44215)
C (-3.30264, 5.05252, -4.01645)
C (3.99896, -0.09075, 3.60911)
H (3.51597, -1.02547, 1.72760)
H (3.78288, 0.79911, -6.71786)
H (3.76975, 2.26855, -5.80005)
H (3.54701, -0.93696, -4.35755)
H (-1.01435, -4.75219, 0.26094)
H (-4.03535, 2.95735, 3.97616)
H (4.54209, 3.59014, -1.35127)
H (-4.91574, 1.44138, 2.22599)
H (6.89028, -1.31985, -2.07263)
H (-1.51624, -2.52752, 3.26500)
H (2.86351, 3.36629, -1.21096)
H (-3.99574, 5.35774, -3.23251)
H (6.60971, -3.40685, -3.30067)
H (1.85011, -2.34698, 5.45352)
H (1.17309, 4.55360, 4.81681)
H (-3.77444, 6.63932, 2.98750)
H (3.35386, -5.37177, -3.90435)
H (-4.93557, 3.47299, 0.44814)
H (-1.73877, -2.54106, -3.38466)
H (1.93487, -4.20943, -2.11432)
H (-3.49036, -5.24324, 0.47051)
H (0.36155, 0.50602, 1.24697)
H (-2.72417, 2.74166, -2.44224)
H (0.40146, 1.94288, 3.43108)
H (6.12934, 0.32117, 4.10621)
H (5.09638, 3.14239, 1.04160)
H (-2.73520, -0.42431, -5.42274)
H (-2.58691, 3.16144, -4.75051)
H (-2.61137, 1.11976, 3.05996)
H (3.82610, -3.80577, -4.50071)
H (2.34106, -2.58124, -2.81563)
H (1.05696, -1.06126, -1.34454)
H (-1.79809, 0.97260, 0.30566)
H (-4.46114, 3.30645, -2.36112)
H (-5.04687, 0.16815, 0.44563)
H (-5.44974, -1.99443, -0.19022)
H (-1.40358, 0.46696, -3.32846)
H (2.31968, -5.69424, 0.21201)
H (-4.07194, 1.86763, -3.34999)
H (0.27985, 1.80645, 5.90393)
H (-4.08808, -0.00801, -0.95472)
H (-1.28393, 1.64625, 5.08507)
H (-3.24089, -0.12482, 4.12934)
H (-8.33734, -0.99349, -0.83521)
H (-1.08101, -4.57907, -1.45154)
H (-0.49843, -2.13672, -5.26630)
H (-0.46009, -3.59221, 4.11428)
H (-3.31988, -5.42667, -1.31872)
H (-2.77360, -2.93520, -1.45760)
H (3.01857, -3.29321, 1.41601)
H (5.78049, -1.52308, -3.99732)
H (4.24414, 5.07915, 2.03514)
H (2.84593, 1.41177, 2.96557)
H (4.98920, 1.03334, 5.25773)
H (-4.28090, 1.87606, 5.25759)
H (5.05491, -3.73472, -2.48044)
H (1.48405, -0.63770, 5.71912)
H (2.99148, -4.92269, -5.57135)
H (-2.27545, 5.20170, -3.68371)
H (-4.66296, -4.54299, -0.62046)
H (-3.36912, -0.38604, 2.33863)
H (-3.36856, -2.54859, -4.13445)
H (1.58765, 0.84718, -3.00919)
H (-3.39441, 3.29882, 1.28949)
H (-2.55755, 5.52936, 2.50207)
H (3.28398, 0.70822, -2.94044)
H (-3.50613, 4.39669, 0.01242)
H (-6.19718, 5.38262, 0.67290)
H (4.56015, 0.39589, 1.55323)
H (1.84590, 0.20568, -0.43453)
H (4.62923, -3.97797, 3.07101)
H (-4.97725, 4.72153, 2.70059)
H (1.76991, 4.06922, 3.25975)
H (2.97651, 5.28263, 0.77619)
H (0.93203, -4.81847, -4.28984)
H (-3.07154, 6.72366, 1.32755)
H (-0.63154, 0.86299, -4.80290)
H (-3.39605, 5.56925, -4.97163)
H (6.66148, -3.64952, -1.50549)
H (-7.97217, 0.66666, -0.80593)
H (-0.47591, -3.24139, -0.44045)
H (3.19221, -3.55805, 4.00446)
H (-1.93383, -2.14211, 0.62019)
H (-0.58654, -0.56361, 4.62714)
H (1.72815, 0.95056, -5.52485)
H (5.11294, -0.22193, -0.82841)
H (-0.05563, -0.53392, -3.92451)
H (-5.64300, 2.62943, 4.37425)
H (4.76050, 0.99298, -5.25161)
H (-1.55969, -0.00599, -1.10240)
H (1.83453, -2.39183, -5.15696)
H (3.92133, 1.95667, -0.90756)
H (-0.55464, 1.40929, -0.93817)
H (-1.10864, 4.20697, 3.92295)
H (1.43444, -0.53274, 3.39979)
H (0.61008, -3.10608, -2.56859)
H (0.54441, -1.97050, 6.50208)
H (5.38659, -1.75640, 0.00642)
H (3.60151, -5.24556, 3.71195)
H (-5.21818, 1.25993, -0.97680)
H (5.14528, 1.69747, 3.64638)
H (3.97897, -5.47984, 0.68000)
H (-0.25073, -1.25586, 2.00003)
H (4.01763, -1.66958, -1.03945)
H (1.23380, -3.20009, 2.55462)
H (-0.83231, 3.10172, 6.05137)
H (3.00386, -6.36046, 1.71886)
H (-2.87656, -1.33572, -3.02224)
H (-4.40288, 4.09828, -5.79944)
H (1.91035, -1.25523, 0.20400)
H (2.27208, 3.05309, 1.00075)
H (2.13675, 3.06463, 4.62061)
H (-5.58101, -0.67296, 2.84342)
H (4.67204, 5.51600, 0.35078)
H (5.21849, -1.13084, 2.13246)
H (3.80577, -0.96616, 4.22916)
H (-7.58488, -0.18663, 0.59424)
H (2.52787, 2.25817, -3.45139)
H (-1.56645, -2.58927, 5.03217)
H (-6.30197, -0.38352, -2.25173)

Results of the Löwdin charge analysis, in e, for atoms 1 through 8:
1. O -0.088
2. O -0.084
3. O -0.028
4. O -0.053
5. O -0.053
6. O -0.083
7. O -0.046
8. O -0.096

---

Model 2:
A 15-piece molecular cluster, C45H120O15 overall, computed with ωB97M-V/def2-TZVPD.

Summary:
charge	0
lowest unoccupied orbital energy	0.492	eV
frontier orbital gap	0.36192	hartree
spin multiplicity	1

Geometry (Å):
O (3.13727, 4.99370, 1.20526)
O (-1.56306, 2.06780, -2.44858)
O (-1.17488, 2.79670, 4.82562)
O (-4.65083, -1.27973, 3.98867)
O (-2.71110, -2.06911, -5.21917)
O (3.11987, -2.93852, -1.35431)
O (2.85146, 2.64375, -0.20109)
O (3.03746, 4.73252, 3.96587)
O (5.21080, -2.62606, 0.81875)
O (2.16881, -0.81941, -2.91414)
O (-0.74606, 0.15017, 5.24166)
O (-3.23616, 0.32365, -3.76229)
O (1.88491, -4.77206, 2.37166)
O (-3.23130, -3.63366, -3.03104)
O (0.68003, 1.05691, -1.25769)
C (-2.86898, 2.63012, 3.25503)
C (1.89720, -1.15179, -4.29566)
C (5.54110, -1.15806, 0.82687)
C (-3.38580, -5.50866, -1.56794)
C (3.46354, 3.37322, 4.23857)
C (0.73248, 4.91116, 1.50224)
C (-3.48628, -1.54173, 3.26123)
C (2.46819, 2.36399, 3.56419)
C (4.79030, 3.23945, 3.58260)
C (2.62294, -3.85941, 4.44366)
C (-5.52026, -0.48151, -3.77225)
C (-3.18595, -3.04487, 3.28245)
C (-3.78735, -1.09066, 1.86983)
C (-3.12853, 4.09085, 5.32078)
C (-3.31063, -1.85872, -6.51212)
C (1.09182, -2.54698, 2.87816)
C (-3.63253, -3.32418, -7.08500)
C (0.24436, 0.27068, -0.11591)
C (2.23247, -3.53157, 2.99725)
C (-2.24068, 3.52879, 4.22232)
C (-0.57684, 4.30428, -3.15089)
C (-1.77987, 0.55377, 7.46410)
C (-0.94896, -1.71241, 6.56601)
C (-0.82919, -0.77715, -0.61075)
C (1.28649, -4.09700, -2.13315)
C (3.19276, 3.40684, -2.48660)
C (0.82072, -0.11911, -4.66033)
C (1.87768, 6.44698, -0.20116)
C (-0.30569, 1.19797, 0.90200)
C (-2.83028, 3.97967, -1.99219)
C (4.31062, -0.56361, 1.32981)
C (3.78894, 2.60039, -1.35743)
C (-3.99171, -5.70162, -4.04207)
C (-4.56677, 0.50865, -3.11834)
C (-2.46686, -1.04923, -7.43270)
C (2.87727, -5.35448, -0.64831)
C (-1.53123, -0.38511, 6.26127)
C (-1.38877, 3.47924, -2.11850)
C (3.14993, -0.98907, -5.14318)
C (5.92825, -0.63355, -0.51913)
C (-4.41012, 0.22154, -1.62960)
C (2.19495, -4.04091, -1.00542)
C (-3.09201, -5.03338, -3.01574)
C (1.94301, 5.78218, 1.14463)
C (5.16440, 3.03893, -0.93907)
H (-2.63260, -5.02792, -0.86701)
H (5.10540, 4.13690, -0.66750)
H (-5.03642, -5.50452, -3.85755)
H (6.39717, -1.10505, 1.46596)
H (-2.56809, -0.53276, 5.83701)
H (-4.31164, -5.17800, -1.14084)
H (-2.26038, 1.93798, 2.75287)
H (2.64385, -1.53586, -2.38664)
H (-4.44931, -3.80453, -6.52582)
H (-2.44056, 1.43775, 7.24727)
H (-4.20657, -1.27838, -6.20393)
H (-2.07652, -0.18189, -6.91959)
H (3.06083, -3.00132, 5.01432)
H (-1.56639, -1.64257, -7.68836)
H (5.97199, 2.92803, -1.73540)
H (-4.87656, -1.77013, 4.76696)
H (-0.84691, 3.46319, -1.14878)
H (3.49387, 0.04404, -5.21650)
H (1.42862, -1.52365, 3.04621)
H (3.98732, -1.53032, -4.68692)
H (4.67594, 3.62146, 2.54186)
H (1.36964, -5.32051, 3.00401)
H (-2.77804, -4.04691, -6.68062)
H (5.30797, 2.23121, 3.53380)
H (0.36546, -0.19437, -5.65138)
H (2.99863, -1.35062, -6.20408)
H (3.46520, -4.55718, 4.36754)
H (5.17432, -0.83835, -1.21790)
H (-3.19948, -3.34102, -3.97756)
H (0.26050, 3.69260, -3.49935)
H (2.88626, 4.09432, 0.93945)
H (-0.53858, 3.39564, 5.23865)
H (-3.53244, 3.12758, 2.56534)
H (3.82287, 1.52316, -1.61239)
H (-0.16473, -1.61127, 7.32251)
H (-4.95496, 1.51793, -3.13218)
H (0.04747, -0.14646, -3.93386)
H (1.84099, -4.22882, -3.14753)
H (0.76371, -2.70451, 1.90884)
H (4.19241, 0.55039, 1.38121)
H (2.09628, 3.37597, -2.55976)
H (0.80717, 4.67636, 2.58868)
H (-2.90464, -0.65410, 1.35917)
H (-3.76441, -0.64545, -1.44935)
H (0.43706, 1.82218, 1.32451)
H (3.87871, -2.95113, -0.75724)
H (-0.23179, 5.32453, 1.40064)
H (-4.25875, -1.85812, 1.30430)
H (-4.06571, 1.07032, -1.06125)
H (-3.68399, -5.31103, -4.96560)
H (-2.90963, 5.00849, -1.63811)
H (-1.13924, 4.58209, -4.00188)
H (-0.84319, 0.73317, 7.94129)
H (1.14272, -0.25315, 0.17143)
H (-2.99535, -0.74795, -8.38330)
H (5.97966, 0.44526, -0.38544)
H (0.78165, -3.15562, -2.25759)
H (6.07671, -3.01005, 0.87016)
H (1.22359, 0.46662, -1.82074)
H (1.73831, -4.24533, 4.93429)
H (1.23862, 0.93852, -4.71398)
H (-0.93821, -1.40519, 0.30953)
H (5.49924, 3.90502, 4.07115)
H (-6.48892, -0.37340, -3.32395)
H (3.40535, -0.80207, 0.69950)
H (3.08436, -3.21916, 2.33404)
H (4.14840, -1.00864, 2.30979)
H (0.33933, -2.78072, 3.64248)
H (2.57618, 2.36590, 2.47119)
H (-0.81932, 0.61633, 1.68116)
H (3.36048, 4.48341, -2.25652)
H (2.73310, 7.18721, -0.20046)
H (-1.85570, 4.42880, 3.63245)
H (2.04205, 5.66612, -0.96735)
H (2.59254, 1.29860, 3.81905)
H (-5.28113, -1.56057, -3.70124)
H (-0.47348, -2.19325, 5.76651)
H (-4.05191, -3.59214, 2.87744)
H (-1.73406, -2.35239, 6.96042)
H (-2.70612, -1.23313, -4.75207)
H (-5.37660, -0.07666, -1.23416)
H (-2.98475, -3.37283, 4.29936)
H (-2.68322, -0.98314, 3.76163)
H (-2.10811, -5.38572, -3.25705)
H (-0.18065, 5.18500, -2.63564)
H (2.01336, 2.37479, -0.58378)
H (-3.92445, -6.77206, -4.16243)
H (1.65275, -3.75747, -0.14806)
H (-1.71379, -0.20611, -0.71073)
H (3.27819, 4.87484, 3.02072)
H (-3.53210, 1.95410, 3.81913)
H (-0.69229, 1.72794, -2.27754)
H (3.50736, 3.11457, -3.42915)
H (-5.57826, -0.32354, -4.84479)
H (-2.57709, 4.75476, 5.95976)
H (0.84132, 4.00257, 1.02215)
H (-2.26671, -3.17050, 2.74255)
H (-2.47684, 0.83956, -3.43991)
H (5.54862, 2.50621, -0.08076)
H (-3.71853, -3.39408, -8.14272)
H (1.50142, -2.15876, -4.38988)
H (3.38343, 3.39229, 5.29496)
H (-2.29333, -0.12904, 8.14533)
H (-3.36012, 3.93558, -2.94416)
H (-3.91686, 4.74759, 4.90573)
H (-3.33331, -6.59450, -1.54489)
H (-0.49066, -1.34354, -1.49590)
H (2.28730, -5.85206, 0.09983)
H (-4.56742, -0.33285, 1.94470)
H (-3.61289, 3.29335, 5.88023)
H (3.84315, -5.20130, -0.22176)
H (6.83892, -1.05705, -0.98437)
H (0.89230, 6.87564, -0.37758)
H (2.99171, -6.01323, -1.49788)
H (-3.40433, 3.37239, -1.34351)
H (-1.06138, 1.83841, 0.38250)
H (-0.83797, 1.13453, 5.20127)
H (2.13869, 6.60579, 1.83076)
H (0.50095, -4.87298, -2.00589)
H (1.48463, 2.67938, 3.74768)

Results of the Löwdin charge analysis, in e, for atoms 1 through 8:
1. O -0.097
2. O -0.094
3. O -0.073
4. O -0.055
5. O -0.100
6. O -0.084
7. O -0.099
8. O -0.090

---

Question: of the structures shown, which is the least stable? Reply: model 2.